1.
Density functional theory data (ωB97M-V/def2-TZVPD) for C45H32Cl5MgOP2 as an isolated structure.

The geometry in XYZ format:
```
86
Properties=species:S:1:pos:R:3
Mg 0.29031 -0.42120 -0.17971
C 3.14480 -5.32213 -3.36430
C 2.45787 -4.12143 -4.04126
C 2.55228 -4.26492 -5.56875
C 0.99981 -4.08654 -3.61621
C 0.09768 -5.01713 -4.12563
C -1.23424 -5.03658 -3.75296
C -1.68919 -4.11018 -2.83448
C -0.81756 -3.17685 -2.28250
P -1.43725 -2.03416 -1.02703
C -1.73069 -3.05070 0.44774
C -2.37419 -2.45256 1.53293
C -2.53633 -3.15244 2.71555
C -2.04807 -4.44858 2.82813
C -1.40465 -5.04468 1.75536
C -1.24186 -4.34872 0.56436
C -3.06089 -1.48136 -1.59746
C -3.11563 -0.35950 -2.42284
C -4.33169 0.08663 -2.91429
C -5.50053 -0.57939 -2.57128
C -5.45273 -1.69040 -1.74123
C -4.23631 -2.14438 -1.25371
C 0.52238 -3.17495 -2.68285
O 1.35170 -2.23275 -2.08873
C 2.59463 -1.98861 -2.65802
C 3.27313 -0.84648 -2.22038
C 4.52451 -0.55498 -2.75190
C 5.10168 -1.39487 -3.68531
C 4.41698 -2.52714 -4.08721
C 3.15252 -2.84606 -3.59741
P 2.60107 0.20931 -0.91908
C 3.03355 1.90968 -1.35442
C 2.16176 2.60859 -2.18806
C 2.45797 3.90476 -2.57606
C 3.62082 4.51254 -2.12102
C 4.48601 3.82444 -1.28267
C 4.19658 2.52323 -0.89792
C 3.54637 -0.21062 0.57023
C 4.38715 -1.31655 0.63812
C 4.99032 -1.65266 1.84384
C 4.75563 -0.89081 2.97696
C 3.91507 0.21429 2.91325
C 3.30535 0.54948 1.71776
H 2.66235 -6.25376 -3.66461
H 3.09181 -5.24363 -2.27732
H 4.19590 -5.37100 -3.65380
H 2.08212 -5.18681 -5.90684
H 3.58986 -4.31346 -5.89494
H 2.07040 -3.42707 -6.07325
H 0.44982 -5.75297 -4.83583
H -1.90947 -5.76895 -4.17363
H -2.73018 -4.10891 -2.53526
H -2.75054 -1.43811 1.45381
H -3.03640 -2.68485 3.55422
H -2.16834 -4.99117 3.75672
H -1.02423 -6.05397 1.84255
H -0.73713 -4.82165 -0.26843
H -2.20492 0.16798 -2.68569
H -4.36950 0.95678 -3.55607
H -6.45216 -0.22694 -2.94706
H -6.36527 -2.20474 -1.46975
H -4.20485 -3.00706 -0.59935
H 5.04725 0.33572 -2.42521
H 6.07872 -1.17333 -4.09209
H 4.88355 -3.18925 -4.80396
H 1.24839 2.13893 -2.53794
H 1.77999 4.44382 -3.22434
H 3.84927 5.52823 -2.41625
H 5.38870 4.30160 -0.92443
H 4.87125 1.99194 -0.23770
H 4.57652 -1.91630 -0.24334
H 5.64454 -2.51310 1.89389
H 5.22461 -1.15858 3.91476
H 3.72712 0.80732 3.79908
H 2.63965 1.40499 1.67715
Cl 1.11826 -2.33690 2.91184
C 0.24271 -0.83996 3.03906
C -0.01108 -0.14398 1.87250
C -0.71043 1.03223 2.00780
Cl -1.02453 1.89765 0.48589
C -1.17240 1.55020 3.21001
Cl -2.04240 3.02934 3.27919
C -0.90305 0.81248 4.36426
Cl -1.45243 1.38812 5.88349
C -0.19050 -0.39165 4.28237
Cl 0.12662 -1.29631 5.70802
```

## Properties
DFT total energy in Ha: -4992.91533
HOMO in eV: -10.96
Kohn-Sham gap in eV: 8.50
Net charge: +1

***

2.
Density functional theory data (ωB97M-V/def2-TZVPD) for a 2-piece molecular cluster, C3H10N3O overall in a non-equilibrium geometry.

The geometry in XYZ format:
```
17
Properties=species:S:1:pos:R:3
C -0.92834 -0.67684 -1.46345
C -0.78539 -1.46357 -0.14442
C 1.13202 1.51478 1.24764
N 1.04671 1.38148 0.10096
N 1.05113 1.86275 2.51786
N 0.46276 -0.16502 -1.81854
O -0.51455 -0.58901 0.98533
H -1.35526 -1.45977 -2.13252
H -1.57258 0.13135 -1.39403
H -1.84636 -1.86507 0.08279
H 0.00331 -2.15720 -0.23215
H -1.36243 -0.56706 1.43638
H 0.81728 0.58481 -0.59923
H 1.93607 2.03705 3.10114
H 0.13145 1.75714 3.04714
H 1.20461 -0.90144 -2.08553
H 0.57956 0.57563 -2.64937
```

## Properties
DFT total energy in Ha: -359.50607
HOMO in eV: -14.12
Kohn-Sham gap in eV: 10.93
Net charge: +1
Relative energy (zero: lowest compared OMol25 entry of this formula, charge and spin) in eV: 3.6416

***

3.
Density functional theory data (ωB97M-V/def2-TZVPD) for C25H24ClNOPSc as an isolated structure in a non-equilibrium geometry.

The geometry in XYZ format:
```
54
Properties=species:S:1:pos:R:3
Sc -0.05504 -0.09158 0.07891
Cl -1.17472 -2.21337 -0.05030
C 1.82868 -0.71027 0.12378
O 2.85854 -1.22455 0.19990
P -0.05524 0.05027 -2.43382
C 0.50140 1.62402 -3.08585
C 0.99297 -1.20853 -3.13062
C -1.69252 -0.24788 -3.08429
C 0.40004 -2.41476 -3.51154
C 1.15145 -3.40690 -4.11883
C 2.51789 -3.21826 -4.33476
C 3.12445 -2.02570 -3.94099
C 2.37581 -1.02161 -3.33845
H -0.67249 -2.55721 -3.33173
H 0.67121 -4.33925 -4.42469
H 3.11164 -4.00658 -4.80755
H 4.19749 -1.87724 -4.10571
H 2.85211 -0.08556 -3.03361
C 1.31823 2.48086 -2.33277
C 1.78919 3.65867 -2.86742
C 1.44496 4.02218 -4.17324
C 0.62177 3.18012 -4.92895
C 0.15452 1.98011 -4.38245
H 1.58162 2.21190 -1.29654
H 2.43138 4.31866 -2.27458
H 1.80878 4.95783 -4.60148
H 0.34131 3.45886 -5.94563
H -0.47818 1.34024 -4.97729
C -1.81214 -0.47320 -4.45272
C -3.06862 -0.65786 -5.03193
C -4.21181 -0.62943 -4.23380
C -4.08601 -0.41826 -2.85255
C -2.84999 -0.23522 -2.29266
H -0.91713 -0.50818 -5.08786
H -3.15048 -0.83075 -6.10654
H -5.19614 -0.78086 -4.68275
H -4.98803 -0.41011 -2.22745
H -2.74987 -0.10131 -1.20990
H 0.57976 1.57676 0.02418
H -1.48389 0.82759 -0.10485
N -0.11590 0.34049 2.20323
C 0.23692 -0.51464 3.30271
C 1.53178 -0.90401 3.48483
C 1.87331 -1.57590 4.66580
C 0.91459 -1.82160 5.62901
C -0.39449 -1.40764 5.41879
C -0.74223 -0.74410 4.23896
H 0.52321 1.12615 2.13924
H -1.09192 0.65742 2.20233
H 2.33944 -0.68366 2.74364
H 2.91741 -1.89146 4.83797
H 1.17771 -2.33146 6.56464
H -1.16654 -1.58515 6.18738
H -1.77112 -0.39468 4.11090
```

## Properties
DFT total energy in Ha: -2658.57290
HOMO (spin up / spin down) in eV: -14.33 / -14.35
Kohn-Sham gap (spin up / spin down) in eV: 3.66 / 4.24
Net charge: +2
Relative energy (zero: lowest compared OMol25 entry of this formula, charge and spin) in eV: 5.7254

***

4.
Density functional theory data (ωB97M-V/def2-TZVPD) for C38H38F5N8O4Se2Sn as an isolated structure.

The geometry in XYZ format:
```
96
Properties=species:S:1:pos:R:3
Sn -0.94117 -0.80636 -0.62980
O -2.37059 0.72444 4.04112
C -2.43582 0.19059 2.81427
O -2.35014 0.84111 1.80445
C -2.63663 -1.30310 2.83511
C -3.00790 -1.99413 3.97343
C -3.13210 -3.37478 3.87918
C -2.82992 -4.00418 2.68566
C -2.42557 -3.22416 1.60537
N -2.36919 -1.90348 1.68144
C -1.90105 -3.88551 0.32505
O -1.89965 -5.11663 0.31273
O -1.44453 -3.11127 -0.58160
H -1.95138 1.59461 3.93692
H -3.18079 -1.46578 4.89976
H -3.42848 -3.95394 4.74503
H -2.86236 -5.07815 2.56389
C 4.08304 -2.96827 -1.16429
N 2.92938 -2.15253 -1.47897
C 3.03839 -1.34614 -2.67905
C 1.98183 -1.88531 -0.53408
N 1.46458 -0.67160 -0.35880
C 2.39815 0.38013 -0.51895
C 3.59804 0.25755 0.14211
C 4.69794 1.08563 -0.15298
C 4.59946 2.01127 -1.14797
C 3.35480 2.23671 -1.79115
C 3.26300 3.21171 -2.82056
C 2.06507 3.48237 -3.40999
C 0.89622 2.86844 -2.91735
C 0.93501 1.95147 -1.89169
N -0.29513 1.55269 -1.32810
C -1.04461 2.51281 -0.85410
N -0.55064 3.66076 -0.28387
C 0.71757 3.62923 0.42800
C -0.94973 4.95664 -0.79262
N -2.40371 2.43572 -0.90643
C -3.07724 1.45586 -1.74282
C -3.25821 3.07733 0.07865
C 2.20259 1.50061 -1.39739
N 1.55020 -2.93039 0.19782
C 1.55978 -4.30090 -0.30595
C 1.14790 -2.77056 1.59684
H 4.22873 -3.75600 -1.90921
H 3.96572 -3.42815 -0.18704
H 4.98064 -2.33948 -1.14388
H 3.28337 -2.00348 -3.51736
H 3.81804 -0.58128 -2.58681
H 2.08328 -0.87174 -2.88388
H 3.69260 -0.52739 0.88418
H 5.62739 0.95363 0.38862
H 5.45533 2.60371 -1.44932
H 4.16617 3.72942 -3.12414
H 1.99554 4.19614 -4.22249
H -0.07368 3.14323 -3.31942
H 0.91517 2.63086 0.81524
H 0.65161 4.30545 1.28206
H 1.55538 3.94479 -0.20575
H -1.91035 4.88971 -1.29768
H -0.20756 5.33193 -1.50787
H -1.03376 5.67659 0.02533
H -2.41340 1.12297 -2.53455
H -3.96455 1.91563 -2.18896
H -3.40123 0.59126 -1.15877
H -2.65405 3.51776 0.86464
H -3.91187 2.32868 0.52708
H -3.87516 3.85372 -0.38489
H 2.28877 -4.90991 0.23828
H 1.79992 -4.30329 -1.36466
H 0.57132 -4.73585 -0.17996
H 0.99226 -1.72453 1.85302
H 1.93007 -3.17010 2.24949
H 0.23560 -3.33185 1.78324
F 1.75387 -0.34167 9.23165
C 1.57030 -0.09746 7.92282
C 2.14141 1.00690 7.32694
F 2.89049 1.83866 8.07184
C 1.94558 1.24981 5.97925
F 2.53410 2.34928 5.48466
C 1.18674 0.41737 5.15656
Se 0.92685 0.74001 3.30352
C 0.63224 -0.68513 5.80466
F -0.12207 -1.56715 5.12610
C 0.80943 -0.94684 7.15023
F 0.24224 -2.02475 7.71972
Se -0.79542 -1.56322 -3.25220
C -0.62548 -0.12271 -4.47430
C -1.73859 0.60248 -4.89446
C -1.58194 1.60673 -5.83827
N -0.41256 1.94577 -6.38808
C 0.65018 1.24789 -5.97630
C 0.59817 0.22627 -5.04047
H -2.71862 0.37311 -4.49655
H -2.44587 2.17162 -6.17500
H 1.60163 1.52566 -6.41965
H 1.50183 -0.29600 -4.75543
```

## Properties
DFT total energy in Ha: -7726.49121
HOMO in eV: -4.31
Kohn-Sham gap in eV: 6.63
Net charge: -1
Relative energy (zero: lowest compared OMol25 entry of this formula, charge and spin) in eV: 0.5675

***

Question: Number 1 is which compound?
Answer: C45H32Cl5MgOP2

***

Question: Which of these has the lowest DFT total energy?
Answer: C38H38F5N8O4Se2Sn

***

Question: Which formula does entry 1 have?
Answer: C45H32Cl5MgOP2